Record 1
{"formula": "C2H2F2O3", "method": "ωB97M-V with the def2-TZVPD basis set", "elements": ["C", "C", "O", "O", "O", "F", "F", "H", "H"], "coordinates": [[-1.0007, 1.0072, -0.4855], [2.1960, -0.0712, 0.5552], [-0.4495, 0.9824, -1.5194], [-0.9322, 2.0376, 0.3575], [2.2861, 0.3252, -0.6319], [-1.8019, 0.0378, -0.0299], [0.7864, -0.2568, 0.9250], [-1.4240, 1.8098, 1.1737], [1.5217, 0.5107, -1.3251]], "forces_ev_per_a": [[-0.5, 0.9, 1.4], [-1.7, -0.4, 1.0], [0.6, -0.5, -1.2], [-0.6, -0.8, 0.4], [-1.0, 0.6, -2.2], [0.2, 0.2, -0.2], [1.8, 0.4, -1.0], [0.3, 0.2, -0.4], [0.9, -0.5, 2.2]], "mulliken_charge": [0.81, -0.02, -0.58, -0.38, -0.19, -0.21, -0.19, 0.34, 0.41], "e_above_lowest_kcal_mol": 52.8, "homo_ev": -10.41, "homo_lumo_gap_ev": 10.840, "e_tot_ev": -13682.083}



Record 2
{"formula": "C2H2F3I", "method": "ωB97M-V with the def2-TZVPD basis set", "elements": ["C", "C", "F", "F", "F", "I", "H", "H"], "coordinates": [[1.1207, 0.5990, 0.6469], [-2.2237, -1.4547, -1.0861], [0.3639, 0.9484, 1.7973], [0.8469, -0.6763, 0.3798], [-2.1988, -0.7471, -0.0006], [-0.7705, -0.7112, -2.4040], [0.7512, 1.2930, -0.2189], [2.1102, 0.7490, 0.8856]], "forces_ev_per_a": [[-3.9, 2.1, -0.5], [-0.4, -0.2, 0.6], [0.8, -0.3, -1.3], [0.2, -0.5, -0.1], [0.1, -0.1, -0.3], [0.3, 0.2, -0.5], [0.6, -1.4, 1.5], [2.3, 0.1, 0.5]], "mulliken_charge": [0.16, -0.02, -0.27, -0.17, -0.01, 0.03, 0.09, 0.18], "e_above_lowest_kcal_mol": 75.3, "homo_ev": -9.56, "homo_lumo_gap_ev": 8.741, "e_tot_ev": -18355.959}



Record 3
{"formula": "C2H2F3N2", "method": "ωB97M-V with the def2-TZVPD basis set", "elements": ["C", "C", "N", "N", "F", "F", "F", "H", "H"], "coordinates": [[-1.0775, -0.1893, 0.0076], [1.3125, -0.4092, 0.0210], [-1.1294, 2.2056, -0.0928], [-1.1549, 1.0993, -0.0488], [1.4212, -1.4506, 0.7643], [1.6754, 0.7038, 0.5559], [1.5810, -0.5632, -1.2209], [-1.2799, -0.7188, -0.9188], [-1.3484, -0.6776, 0.9324]], "forces_ev_per_a": [[2.6, -3.6, -0.2], [-1.7, 0.0, 0.4], [-0.1, -0.5, 0.0], [-0.2, 3.5, 0.0], [0.0, 0.6, -0.5], [-0.2, -0.6, -0.4], [-0.1, 0.1, 0.6], [-0.2, 0.2, 0.0], [-0.2, 0.3, 0.2]], "mulliken_charge": [-0.62, 0.83, -0.27, 0.57, -0.09, -0.10, -0.08, 0.39, 0.37], "charge": 1, "e_above_lowest_kcal_mol": 27.1, "homo_ev": [-15.70, -15.70], "homo_lumo_gap_ev": [9.004, 9.003], "e_tot_ev": -13227.904}



Record 4
{"formula": "C2H2F3NO", "method": "ωB97M-V with the def2-TZVPD basis set", "elements": ["C", "C", "N", "O", "F", "F", "F", "H", "H"], "coordinates": [[1.0570, -1.2888, -0.1837], [-1.1272, 0.7120, 0.0137], [1.8355, -0.4867, 0.1087], [2.4052, 0.3495, 0.7196], [0.6153, -2.0621, -1.1207], [-0.8276, 0.6714, 1.3510], [-2.4241, 1.0337, 0.0351], [-0.9153, -0.3652, -0.4072], [-0.6188, 1.4362, -0.5165]], "forces_ev_per_a": [[-1.0, -1.7, -0.8], [-0.9, -3.5, 1.6], [0.1, 0.4, 0.4], [1.2, 1.2, 0.5], [0.1, -0.1, -0.1], [1.0, 0.1, -0.4], [-1.0, -0.1, -1.0], [-1.0, 2.1, 0.6], [1.5, 1.7, -0.8]], "mulliken_charge": [0.13, 0.32, 0.64, -0.60, -0.17, -0.23, -0.24, -0.07, 0.21], "smiles": "[O-][N+]#CF.FCF", "e_above_lowest_kcal_mol": 133.3, "homo_ev": -10.40, "homo_lumo_gap_ev": 9.925, "e_tot_ev": -13791.319}



Record 5
{"formula": "C2H2F3NO2", "method": "ωB97M-V with the def2-TZVPD basis set", "elements": ["C", "C", "N", "O", "O", "F", "F", "F", "H", "H"], "coordinates": [[2.1479, 0.7310, 0.7271], [-1.7647, -1.0669, 0.2867], [1.8492, 1.2359, -0.3004], [2.5701, 0.5086, 1.7881], [1.3548, 0.9375, -1.5083], [-1.0097, -0.5730, -0.6009], [-2.9418, -0.4460, 0.1558], [-1.9558, -2.3830, 0.1896], [-1.4214, -0.7479, 1.3275], [1.1714, 1.8040, -2.0651]], "forces_ev_per_a": [[0.3, 0.0, 0.0], [-1.5, 0.8, 4.4], [-0.2, 2.0, -0.9], [0.1, -0.7, 1.0], [-1.0, 0.9, -2.5], [2.3, 0.2, -2.6], [-1.3, -0.1, -0.3], [0.3, 0.1, -0.4], [0.0, -1.0, -1.1], [0.8, -2.2, 2.3]], "mulliken_charge": [0.48, 0.49, -0.10, -0.44, -0.32, -0.15, -0.24, -0.20, 0.10, 0.38], "smiles": "FC(F)F.O=C=NO", "e_above_lowest_kcal_mol": 76.3, "homo_ev": -9.98, "homo_lumo_gap_ev": 10.197, "e_tot_ev": -15841.138}



Record 6
{"formula": "C2H2F3P", "method": "ωB97M-V with the def2-TZVPD basis set", "elements": ["C", "C", "F", "F", "F", "P", "H", "H"], "coordinates": [[0.7716, 0.6617, -0.0724], [1.0901, 1.2005, -1.2360], [0.4679, -0.6310, 0.0420], [1.1557, 0.5677, -2.3930], [1.3883, 2.4832, -1.3847], [-2.7620, -2.3047, 1.5514], [0.7341, 1.2090, 0.8564], [-2.8456, -3.1863, 2.6363]], "forces_ev_per_a": [[0.1, 0.3, 0.0], [0.0, 0.1, -0.2], [0.0, -0.4, -0.2], [-0.1, 0.0, 0.3], [-0.1, -0.2, 0.1], [0.0, 0.3, -0.3], [0.0, 0.2, -0.1], [0.0, -0.3, 0.3]], "mulliken_charge": [-0.11, 0.41, -0.22, -0.20, -0.21, -0.02, 0.33, 0.03], "e_above_lowest_kcal_mol": 73.3, "homo_ev": [-8.85, -8.86], "homo_lumo_gap_ev": [7.410, 7.433], "e_tot_ev": -19543.272}



Record 7
{"formula": "C2H2F4N2O5S2", "method": "ωB97M-V with the def2-TZVPD basis set", "elements": ["C", "C", "N", "N", "O", "O", "O", "O", "O", "F", "F", "F", "F", "S", "S", "H", "H"], "coordinates": [[0.6105, -0.6003, 0.1766], [0.0070, 2.8604, -1.1593], [1.7308, -1.2646, 0.3876], [-0.5793, -0.9907, 0.4279], [0.6878, 0.6261, -0.3559], [-1.4240, 0.6373, -1.7914], [-1.5758, 1.5528, 0.5197], [0.2281, -3.3461, 0.8459], [-2.1878, -2.8549, 0.9074], [0.7796, 2.6689, -2.2212], [0.7745, 3.2369, -0.1439], [-0.8464, 3.8385, -1.4246], [-0.7034, -2.0429, 2.6455], [-0.8585, 1.2478, -0.6538], [-0.8567, -2.4439, 1.0778], [1.6002, -2.2422, 0.6664], [2.6135, -0.8829, 0.0953]], "forces_ev_per_a": [[0.8, -0.4, 0.1], [0.2, 0.0, 0.0], [0.4, 0.3, -0.2], [-1.6, -1.5, 0.5], [-0.4, 0.0, 0.0], [0.1, -0.3, -0.3], [0.0, 0.1, 0.5], [0.0, -0.4, 0.0], [-0.3, 0.1, -0.1], [-0.1, -0.2, -0.1], [0.0, 0.0, 0.2], [-0.3, -0.4, 0.1], [-0.2, -0.4, -1.4], [0.7, 1.8, -0.6], [0.4, 0.9, 1.4], [0.4, 0.3, -0.1], [0.0, 0.0, 0.0]], "mulliken_charge": [0.84, 0.73, -0.32, -0.46, -0.34, -0.53, -0.50, -0.66, -0.53, -0.21, -0.21, -0.19, -0.26, 1.03, 1.14, 0.25, 0.23], "smiles": "N/C(=N\\S(=O)(=O)F)OS(=O)(=O)C(F)(F)F", "homo_ev": -11.57, "homo_lumo_gap_ev": 11.826, "e_tot_ev": -47863.406}



Record 8
{"formula": "C2H2F6P2", "method": "ωB97M-V with the def2-TZVPD basis set", "elements": ["C", "C", "F", "F", "F", "F", "F", "F", "P", "P", "H", "H"], "coordinates": [[0.6876, -1.2018, 0.2697], [0.3332, 1.5287, 0.0765], [1.5246, -1.1014, -0.7763], [0.4174, -2.4845, 0.4125], [1.2838, -0.8880, 1.3794], [0.7463, 2.0994, -1.0753], [-0.6831, 2.2965, 0.6238], [1.4151, 1.5516, 0.8346], [-0.8060, -0.0372, 0.0031], [-2.3729, -0.8044, -1.0819], [-1.2619, 0.0127, 1.3067], [-1.2841, -0.9716, -1.9728]], "forces_ev_per_a": [[-1.0, -0.6, -1.0], [-1.1, 1.0, -0.9], [0.3, 0.4, -0.1], [-0.9, -1.0, -0.5], [1.3, 1.0, 1.5], [-0.9, -0.5, 0.2], [1.2, 0.7, -0.1], [-0.5, -0.2, 0.6], [0.9, -1.6, 0.6], [0.8, 0.7, -0.2], [0.2, 0.4, 0.5], [-0.2, -0.4, -0.7]], "mulliken_charge": [0.73, 0.78, -0.23, -0.25, -0.22, -0.24, -0.25, -0.19, -0.17, -0.07, 0.11, 0.02], "smiles": "FC(F)(F)[PH](=P)C(F)(F)F", "e_above_lowest_kcal_mol": 26.4, "homo_ev": -8.76, "homo_lumo_gap_ev": 8.605, "e_tot_ev": -36986.835}



Record 9
{"formula": "C2H2FFe", "method": "ωB97M-V with the def2-TZVPD basis set", "elements": ["F", "C", "C", "H", "H", "Fe"], "coordinates": [[2.1515, -0.6627, 0.2287], [0.3866, -0.5697, 0.1399], [-0.2446, 0.5380, 0.2304], [0.1534, -1.5912, -0.2149], [0.1735, 1.4979, 0.5412], [-2.6203, 0.7877, -0.9253]], "forces_ev_per_a": [[-1.9, -0.1, 0.1], [1.1, -0.5, -0.9], [-0.7, 0.2, 0.0], [0.6, 0.9, 0.5], [0.1, -0.4, -0.2], [0.8, -0.2, 0.5]], "mulliken_charge": [-0.57, -0.04, -0.67, 0.26, 0.29, -0.27], "charge": -1, "homo_ev": [-1.95, -2.24], "multiplicity": 5, "homo_lumo_gap_ev": [5.947, 5.573], "e_tot_ev": -39205.872}



Record 10
{"formula": "C2H2FIO", "method": "ωB97M-V with the def2-TZVPD basis set", "elements": ["C", "C", "O", "F", "I", "H", "H"], "coordinates": [[3.1715, -0.7951, 0.5368], [4.2506, -0.7844, 0.0753], [-0.0437, -0.5428, 0.3465], [5.5203, -0.6154, -0.1573], [-1.8622, -0.5803, 0.0327], [2.2103, -0.6461, 0.9041], [-1.7758, -0.8375, -1.4262]], "forces_ev_per_a": [[-1.2, 0.1, 0.3], [3.1, 0.6, -0.2], [0.0, 0.0, 0.3], [-0.8, -0.4, -0.3], [0.1, 0.6, 3.5], [-1.2, -0.2, 0.2], [-0.1, -0.7, -3.8]], "mulliken_charge": [-0.20, 0.00, -0.65, -0.24, 0.51, 0.46, 0.12], "e_above_lowest_kcal_mol": 137.4, "homo_ev": -9.32, "homo_lumo_gap_ev": 8.856, "e_tot_ev": -14965.027}